This record from OMol25 describes a 2-piece molecular cluster, C2H3N4O overall at a distorted geometry. The level of theory is ωB97M-V/def2-TZVPD.

Summary:
Frontier orbital gap, eV: 8.74
Calculated total energy, eV: -10117.848
HOMO level, hartree: -0.5853
LUMO level, eV: -7.18

ORCA input file:
```
! RIJCOSX wB97M-V def2-TZVPD def2/J DEFGRID3
* xyz 1 1
H -1.904 -0.485 0.937
N 1.989 0.523 0.069
O 2.929 1.225 -0.040
N 0.717 -1.700 0.113
N 1.812 -1.537 0.126
C -1.684 0.156 0.038
H -2.309 1.061 -0.231
H -2.000 -0.580 -0.677
N 0.758 0.943 -0.272
C -0.309 0.394 -0.063
*
```

***

This record from OMol25 describes a 2-piece molecular cluster, H3O5 overall at a distorted geometry. The level of theory is ωB97M-V/def2-TZVPD.

Summary:
Frontier orbital gap (spin up / spin down), eV: 8.41 / 8.33
Calculated total energy, eV: -10263.069
HOMO level (spin up / spin down), hartree: -0.6503 / -0.6480
LUMO level (spin up / spin down), eV: -9.29 / -9.30

ORCA input file:
```
! RIJCOSX wB97M-V def2-TZVPD def2/J DEFGRID3
* xyz 1 1
O -0.241 -0.312 0.751
O -2.093 -1.023 0.652
O 0.950 1.440 0.331
O 0.776 -0.165 -1.178
O 0.121 0.505 -0.157
H -1.991 -1.782 1.276
H 0.590 0.224 -2.167
H 1.888 1.114 0.491
*
```

***

This record from OMol25 describes C47H59N2O6P2RuSi as an isolated structure at a distorted geometry. The level of theory is ωB97M-V/def2-TZVPD.

Summary:
Frontier orbital gap (spin up / spin down), eV: 6.19 / 7.80
Calculated total energy, eV: -93994.730
HOMO level (spin up / spin down), hartree: -0.2431 / -0.3081
LUMO level (spin up / spin down), eV: -0.42 / -0.58

ORCA input file:
```
! RIJCOSX wB97M-V def2-TZVPD def2/J DEFGRID3
* xyz 0 6
H -2.772 -0.979 -2.614
C -2.668 0.688 -7.403
H -3.376 -2.688 -3.532
H 2.227 -1.404 5.172
N 0.688 3.999 -5.749
C -1.756 -0.652 -2.374
C 0.613 2.424 -2.386
H 2.372 1.287 -2.360
H 5.675 3.152 2.327
H 2.991 2.030 6.892
C 2.729 -1.337 1.701
C 4.957 2.620 2.965
H -1.651 -2.386 -6.367
C -1.204 4.047 -2.522
H 3.728 4.105 1.015
H -4.561 -2.473 2.815
N -1.890 2.501 1.833
C -2.764 0.757 3.370
C 1.492 1.461 -1.789
C 0.242 3.660 -4.380
C 1.496 -3.868 -0.805
C 0.789 -2.665 -0.800
C 3.234 1.676 5.906
C 1.632 3.290 4.810
H 2.490 3.863 4.437
H 2.161 3.263 1.016
H 3.377 -0.859 0.971
C -2.359 1.406 -6.267
C -1.691 -0.295 3.377
O 0.017 4.789 -6.388
H -3.228 2.922 3.423
C 2.946 -0.773 3.151
O -1.105 2.481 -0.743
H 0.995 -1.481 3.904
C 0.871 -5.054 -0.504
H 4.699 3.278 3.808
H -5.963 0.377 -0.048
O 1.352 0.848 -0.701
C 0.890 1.041 5.600
H -1.726 0.456 -2.393
H -1.054 -5.992 -0.181
C -3.971 -0.306 -0.307
C -1.850 -1.338 -6.315
C -3.187 -1.964 1.257
C 2.066 -1.617 4.106
H 4.531 -0.808 4.649
H 1.687 -1.246 1.346
H -3.460 0.423 2.524
C -3.113 -4.840 -3.721
O -0.774 -0.234 2.413
H -2.395 -2.540 1.686
O -1.782 -1.186 4.201
H 2.956 -2.417 1.665
H -2.531 -6.857 -3.870
C -0.850 4.357 -3.807
H -0.043 -6.312 -4.153
C -2.420 -0.683 -7.403
H -3.176 1.124 -8.262
H 0.672 -3.992 -4.076
C -5.200 -0.289 0.321
C -2.695 -3.508 -3.692
C 3.042 3.511 1.630
C 4.426 -1.001 3.580
C 3.757 2.223 2.117
C -1.543 -0.595 -5.169
H 0.045 0.874 4.915
H -1.350 5.143 -4.355
Si 2.444 1.112 3.126
C -1.341 -3.148 -3.857
C -0.816 -5.517 -4.083
H -3.793 0.392 -1.130
C 0.977 2.782 -3.696
H 3.497 0.626 6.086
H -2.681 -1.222 -8.321
H 5.156 -0.322 3.056
C -1.743 0.788 -5.194
H 2.676 4.093 2.488
C -0.508 -5.065 -0.314
C -1.257 -3.896 -0.313
H 5.032 0.736 1.112
P -1.305 -1.012 -0.653
C 4.307 1.504 0.894
C -5.435 -1.114 1.410
H -1.648 2.550 3.880
H -2.568 2.484 -6.240
H 2.247 -2.661 3.879
H -2.328 -3.910 -0.069
C -0.581 -2.658 -0.561
H 4.142 2.230 5.578
H -1.447 1.441 -4.372
H -4.151 -5.061 -3.509
H 1.829 2.330 -4.161
H -3.335 0.720 4.273
H 1.393 3.749 5.754
H 0.519 1.608 6.459
H 0.850 3.382 4.055
Ru -0.420 0.970 0.767
H -6.392 -1.062 1.892
C -0.397 -4.188 -4.021
H 1.427 -6.006 -0.470
H 5.469 1.741 3.366
H -2.543 2.358 1.083
C -2.163 -5.816 -3.910
H 2.561 -3.835 -0.988
H 3.496 1.055 0.321
H 1.316 -1.742 -0.988
C -4.423 -1.917 1.897
C -2.944 -1.179 0.122
C -0.585 2.939 -1.814
C -2.397 2.224 3.190
H 4.812 2.212 0.247
H 4.669 -2.029 3.360
C 2.043 1.826 4.968
H -1.562 3.463 1.743
H 1.195 0.078 6.025
P -0.699 -1.384 -3.741
H -2.048 4.490 -2.006
O 1.715 3.428 -6.086
*
```

***

This record from OMol25 describes C10H11BrO2 in the gas phase at a distorted geometry. The level of theory is ωB97M-V/def2-TZVPD.

Summary:
Frontier orbital gap, eV: 9.22
Calculated total energy, eV: -84682.530
SMILES: CC1=C[C@H]2OC3=C(Br)CC[C@H]3[C@H]2O1
HOMO level, hartree: -0.3092
LUMO level, eV: 0.80

ORCA input file:
```
! RIJCOSX wB97M-V def2-TZVPD def2/J DEFGRID3
* xyz 0 1
H -2.863 1.068 -1.106
H -0.687 -2.923 -0.796
C -1.465 -0.856 -1.040
H 1.453 2.626 0.491
H 2.238 0.559 2.155
C 1.866 1.567 0.223
O -0.940 -0.409 1.099
C 1.330 0.812 -0.952
O 0.761 -1.566 -1.489
H 2.945 1.563 0.056
C -0.329 -1.838 -0.705
H 0.466 0.712 1.749
C -2.631 1.055 -0.152
H -0.039 -2.273 1.463
H -2.145 -0.772 -1.834
C 1.533 0.553 1.332
H -3.652 0.850 0.328
C 1.361 -0.554 -0.830
C 0.034 -1.420 0.697
Br 1.053 1.692 -2.610
C -1.591 -0.033 0.017
C 1.399 -0.822 0.632
H -2.278 1.957 0.263
H 2.183 -1.546 1.009
*
```